No. 1
A cluster of 6 separate species, C51H45F5INO2 in total. Source: the OMol25 dataset; level of theory: ωB97M-V/def2-TZVPD.

Properties
Gap between HOMO and LUMO = 8.11 eV
Multiplicity = 1
Energy = -80890.3810 eV
LUMO level = -0.5 eV
SMILES string = Cc1ccc(Cc2ccc(CCCI)c3c2C(=O)C=C(N)C3=O)cc1.Fc1ccccc1.Fc1ccccc1.Fc1ccccc1.Fc1ccccc1.Fc1ccccc1
Total charge = 0

Geometry (Å):
C1 3.5022 -1.4915 -0.5447
C2 2.6561 -0.6264 0.3728
C3 2.0813 -1.2109 1.5039
C4 1.2965 -0.4536 2.3656
C5 1.0818 0.9030 2.1033
C6 0.1755 1.7096 3.0296
C7 -1.2736 1.3779 2.7097
C8 -1.8766 0.3440 3.4212
C9 -3.1689 -0.0459 3.1310
C10 -3.8917 0.5827 2.1204
C11 -5.2636 0.0394 1.7889
C12 -5.1256 -1.4113 1.2077
C13 -5.6358 -1.5077 -0.2176
I1 -4.1039 -0.7974 -1.5439
C14 -3.3181 1.6459 1.4240
C15 -1.9936 2.0381 1.7148
C16 -1.4127 3.1440 0.8918
O1 -0.5568 3.9007 1.2796
C17 -1.9381 3.2556 -0.4730
C18 -3.1922 2.9075 -0.7627
N1 -3.8210 3.0501 -2.0005
C19 -4.0425 2.4122 0.3702
O2 -5.2057 2.6959 0.4188
C20 1.6663 1.4897 0.9859
C21 2.4561 0.7295 0.1251
H1 3.2423 -2.5287 -0.3763
H2 4.5491 -1.3013 -0.3253
H3 3.2585 -1.2475 -1.5752
H4 2.2408 -2.2636 1.6861
H5 0.8443 -0.8969 3.2381
H6 0.3832 1.3762 4.0418
H7 0.3649 2.7647 2.9191
H8 -1.3460 -0.1706 4.2069
H9 -3.6289 -0.8678 3.6578
H10 -5.7134 0.6473 1.0212
H11 -5.8942 -0.0038 2.6697
H12 -5.6516 -2.1040 1.8577
H13 -4.0783 -1.6944 1.1752
H14 -6.5468 -0.9497 -0.3817
H15 -5.7682 -2.5464 -0.4797
H16 -1.3112 3.6679 -1.2511
H17 -3.9134 2.1797 -2.5088
H18 -3.3635 3.7344 -2.5876
H19 1.5016 2.5382 0.7921
H20 2.9027 1.1846 -0.7464
F1 -2.4974 0.2636 -4.3522
C22 -1.3126 0.8935 -4.5018
C23 -0.8251 1.1170 -5.7729
C24 0.3909 1.7703 -5.9133
C25 1.1007 2.1797 -4.7928
C26 0.5920 1.9388 -3.5240
C27 -0.6271 1.2935 -3.3713
H21 -1.3915 0.7842 -6.6325
H22 0.7865 1.9600 -6.8997
H23 2.0505 2.6848 -4.9105
H24 1.1462 2.2509 -2.6485
H25 -1.0419 1.0981 -2.3892
F2 -7.2037 -3.8686 0.8980
C28 -7.7040 -4.8920 1.6254
C29 -9.0683 -5.0963 1.6405
C30 -9.5751 -6.1496 2.3874
C31 -8.7190 -6.9720 3.1074
C32 -7.3502 -6.7436 3.0785
C33 -6.8322 -5.6973 2.3290
H26 -9.7172 -4.4396 1.0767
H27 -10.6416 -6.3281 2.4064
H28 -9.1191 -7.7905 3.6904
H29 -6.6818 -7.3814 3.6408
H30 -5.7681 -5.5055 2.2862
F3 4.1795 2.6254 -7.1670
C34 3.6554 3.8128 -7.5302
C35 4.3053 4.9738 -7.1626
C36 3.7593 6.1918 -7.5412
C37 2.5774 6.2341 -8.2688
C38 1.9392 5.0537 -8.6234
C39 2.4825 3.8311 -8.2569
H31 5.2216 4.9188 -6.5902
H32 4.2590 7.1108 -7.2662
H33 2.1543 7.1867 -8.5579
H34 1.0157 5.0832 -9.1857
H35 2.0067 2.8999 -8.5321
F4 7.3405 -0.6206 1.3140
C40 6.8686 0.4733 1.9508
C41 5.5184 0.5576 2.2189
C42 5.0344 1.6782 2.8770
C43 5.9018 2.6969 3.2480
C44 7.2575 2.5919 2.9645
C45 7.7516 1.4704 2.3136
H36 4.8562 -0.2429 1.9157
H37 3.9773 1.7532 3.0959
H38 5.5213 3.5721 3.7575
H39 7.9342 3.3861 3.2500
H40 8.8047 1.3656 2.0888
F5 4.1385 -4.1507 1.4145
C46 4.3425 -4.2541 2.7435
C47 3.4276 -4.9472 3.5098
C48 3.6430 -5.0461 4.8770
C49 4.7554 -4.4489 5.4542
C50 5.6589 -3.7529 4.6621
C51 5.4576 -3.6544 3.2933
H41 2.5643 -5.3991 3.0393
H42 2.9396 -5.5909 5.4922
H43 4.9174 -4.5257 6.5209
H44 6.5236 -3.2828 5.1105
H45 6.1510 -3.1201 2.6565

=====

No. 2
A structure of composition C51H47Cl4F3N3O4P2Tl. Source: the OMol25 dataset; level of theory: ωB97M-V/def2-TZVPD.

Properties
Gap between HOMO and LUMO = 4.73 eV
Multiplicity = 1
Energy = -147829.6677 eV
LUMO level = 3.4 eV
Total charge = -2

Geometry (Å):
Tl1 1.1013 -2.2085 -0.8904
C1 2.2416 1.2326 3.6160
N1 1.9035 0.2669 2.5791
P1 2.9614 -0.9878 2.0512
C2 4.3886 0.0585 1.4711
C3 4.4158 0.2658 0.0887
C4 5.3630 1.0954 -0.4961
C5 6.3072 1.7313 0.2977
C6 6.3091 1.5180 1.6709
C7 5.3642 0.6811 2.2490
C8 3.6544 -1.6189 3.6234
C9 4.9055 -2.2373 3.6187
C10 5.3661 -2.9186 4.7350
C11 4.5754 -3.0056 5.8732
C12 3.3263 -2.4020 5.8868
C13 2.8692 -1.7161 4.7707
P2 0.4005 0.3227 1.7676
C14 -0.7398 0.7665 3.1585
C15 -1.0979 2.0618 3.5285
C16 -1.9631 2.2857 4.5918
C17 -2.4774 1.2141 5.3086
C18 -2.1166 -0.0806 4.9596
C19 -1.2595 -0.3059 3.8910
C20 0.4765 1.9442 0.8949
C21 1.6803 2.5762 0.5970
C22 1.7115 3.7078 -0.2106
C23 0.5383 4.2221 -0.7402
C24 -0.6697 3.5902 -0.4646
C25 -0.6966 2.4633 0.3395
H1 3.2827 1.1171 3.9134
H2 1.6165 1.0967 4.5033
H3 2.1007 2.2581 3.2613
H4 3.6908 -0.2403 -0.5433
H5 5.3635 1.2312 -1.5706
H6 7.0513 2.3777 -0.1528
H7 7.0486 2.0076 2.2946
H8 5.3938 0.5036 3.3183
H9 5.5177 -2.1992 2.7244
H10 6.3351 -3.4028 4.7077
H11 4.9212 -3.5634 6.7352
H12 2.6872 -2.4929 6.7566
H13 1.8784 -1.2797 4.7714
H14 -0.6983 2.9090 2.9840
H15 -2.2298 3.3010 4.8634
H16 -3.1535 1.3890 6.1378
H17 -2.5018 -0.9263 5.5165
H18 -0.9678 -1.3164 3.6283
H19 2.6065 2.1710 0.9871
H20 2.6620 4.1783 -0.4336
H21 0.5620 5.1030 -1.3710
H22 -1.5916 3.9691 -0.8919
H23 -1.6433 1.9696 0.5387
C26 -3.1910 3.1634 -4.6969
C27 -1.6661 3.0628 -4.7088
C28 -1.2148 2.6448 -6.1151
C29 -1.0879 4.4446 -4.3744
C30 -1.1429 2.0433 -3.7017
C31 0.2255 1.8461 -3.5529
C32 0.6857 0.8875 -2.6676
N2 -0.1246 0.1482 -1.9164
C33 -1.4359 0.3377 -2.0267
C34 -1.9786 1.2642 -2.9145
C35 -2.2995 -0.4684 -1.0999
C36 -3.6887 -0.3399 -1.0573
C37 -4.4243 -1.0764 -0.1392
C38 -3.7163 -1.9219 0.7127
C39 -2.3392 -1.9912 0.6063
N3 -1.6516 -1.2847 -0.2819
C40 -5.9435 -0.9793 -0.0280
C41 -6.5550 -2.3584 -0.3085
C42 -6.5372 0.0252 -1.0156
C43 -6.3142 -0.5345 1.3938
H24 -3.5099 3.9199 -5.4175
H25 -3.5660 3.4568 -3.7137
H26 -3.6578 2.2171 -4.9762
H27 -1.5571 3.3746 -6.8540
H28 -1.6229 1.6668 -6.3756
H29 -0.1290 2.5748 -6.1791
H30 -1.4459 5.1865 -5.0933
H31 0.0018 4.4393 -4.4035
H32 -1.3918 4.7567 -3.3727
H33 0.9467 2.4152 -4.1253
H34 1.7426 0.6643 -2.5847
H35 -3.0495 1.3787 -2.9811
H36 -4.1872 0.3422 -1.7286
H37 -4.2178 -2.5272 1.4569
H38 -1.7522 -2.6241 1.2667
H39 -6.2916 -2.7000 -1.3111
H40 -7.6446 -2.3103 -0.2330
H41 -6.1961 -3.1035 0.4017
H42 -6.3263 -0.2540 -2.0496
H43 -6.1516 1.0320 -0.8428
H44 -7.6220 0.0557 -0.8915
H45 -5.9655 -1.2482 2.1402
H46 -7.3996 -0.4435 1.4887
H47 -5.8639 0.4330 1.6241
Cl1 1.7625 -4.7249 -7.6785
C44 1.9634 -3.7416 -6.2526
C45 2.9848 -2.8239 -6.1807
Cl2 4.1018 -2.6296 -7.5048
C46 3.1233 -2.0461 -5.0149
Cl3 4.3859 -0.8378 -4.9211
C47 2.2934 -2.1772 -3.8988
O1 2.4429 -1.4741 -2.8291
C48 1.1902 -3.1424 -3.9792
O2 0.3773 -3.2705 -2.9925
C49 1.0783 -3.8791 -5.1666
Cl4 -0.2434 -5.0165 -5.2660
F1 2.4484 -4.4582 2.4068
C50 1.3995 -4.8015 3.1677
F2 1.9093 -5.2747 4.3304
F3 0.8030 -5.8499 2.5577
C51 0.3849 -3.6405 3.4172
O3 -0.5482 -3.9441 4.1740
O4 0.6291 -2.5672 2.8330

=====

No. 3
A cluster of 10 separate species, C51H49F5N4O in total. Source: the OMol25 dataset; level of theory: ωB97M-V/def2-TZVPD.

Properties
Gap between HOMO and LUMO = 9.77 eV
Multiplicity = 1
Energy = -75274.6255 eV
LUMO level = 0.6 eV
SMILES string = Fc1ccccc1.Fc1ccccc1.Fc1ccccc1.Fc1ccccc1.Fc1ccccc1.c1ccncc1.c1ccncc1.c1ccncc1.c1ccncc1.CO
Total charge = 0

Geometry (Å):
N1 3.2046 -1.8732 5.4587
C1 2.4226 -0.9724 4.8962
C2 2.5222 -0.6305 3.5370
C3 3.3542 -1.3990 2.7324
C4 4.0992 -2.4353 3.2815
C5 4.0490 -2.5474 4.6681
H1 1.6696 -0.3754 5.4018
H2 1.8789 0.0923 3.0549
H3 3.4193 -1.1045 1.6912
H4 4.7026 -3.0911 2.6723
H5 4.4859 -3.4115 5.1583
N2 -0.7314 0.2953 -5.0698
C6 -1.1313 0.9281 -6.1624
C7 -0.7837 2.2461 -6.4540
C8 0.0512 2.9135 -5.5650
C9 0.4400 2.2612 -4.4062
C10 0.0219 0.9632 -4.1871
H6 -1.7958 0.3849 -6.8249
H7 -1.1372 2.7282 -7.3551
H8 0.4769 3.8773 -5.8124
H9 1.1128 2.7547 -3.7175
H10 0.3528 0.3819 -3.3355
N3 -4.5010 4.6042 2.5350
C11 -3.9761 5.8318 2.3609
C12 -2.6383 6.0465 2.0836
C13 -1.8081 4.9461 1.8643
C14 -2.3459 3.6839 1.9073
C15 -3.6994 3.5886 2.2171
H11 -4.5999 6.6756 2.6326
H12 -2.2052 7.0375 2.0971
H13 -0.8194 5.1890 1.4887
H14 -1.7460 2.8070 1.7070
H15 -4.1770 2.6138 2.2580
N4 1.6277 -2.8638 -1.5955
C16 2.7915 -2.8462 -0.9000
C17 3.7619 -3.8432 -0.8785
C18 3.5424 -4.9324 -1.7230
C19 2.4041 -4.9769 -2.5139
C20 1.4933 -3.9410 -2.3629
H16 2.8881 -1.9280 -0.3309
H17 4.5960 -3.6819 -0.2145
H18 4.2867 -5.7129 -1.8292
H19 2.1237 -5.8042 -3.1465
H20 0.6029 -3.9571 -2.9880
C21 -0.0193 -0.0971 0.2885
O1 1.2205 -0.1333 -0.4024
H21 -0.7897 -0.3791 -0.4312
H22 -0.0533 -0.7228 1.1893
H23 -0.2550 0.8850 0.7092
H24 1.1292 -0.9007 -0.9861
F1 6.9468 2.3379 1.9498
C22 6.5745 1.6358 0.8715
C23 7.4067 1.5468 -0.2277
C24 6.9394 0.8957 -1.3557
C25 5.6437 0.4198 -1.4167
C26 4.7897 0.5296 -0.3173
C27 5.2717 1.1684 0.8081
H25 8.3141 2.1305 -0.1141
H26 7.6201 0.8410 -2.1959
H27 5.3231 0.0350 -2.3775
H28 3.7170 0.3781 -0.3463
H29 4.5932 1.4055 1.6207
F2 -3.2101 -0.8410 0.4029
C28 -4.1147 -0.4930 1.3407
C29 -3.8655 -0.5938 2.7058
C30 -4.8063 -0.1058 3.6024
C31 -5.9984 0.4409 3.1222
C32 -6.3018 0.4614 1.7747
C33 -5.2832 0.0598 0.9104
H30 -2.9397 -1.0423 3.0470
H31 -4.5627 -0.0986 4.6548
H32 -6.7178 0.7798 3.8588
H33 -7.2364 0.9148 1.4809
H34 -5.4291 0.1790 -0.1591
F3 -0.7088 -1.0258 3.6142
C34 -1.0876 -2.2777 3.9250
C35 -0.9551 -2.6858 5.2450
C36 -1.3028 -3.9612 5.6045
C37 -1.8080 -4.8136 4.6132
C38 -1.9734 -4.4130 3.3014
C39 -1.6241 -3.0983 2.9649
H35 -0.4501 -2.0917 5.9988
H36 -1.2968 -4.2066 6.6566
H37 -2.1244 -5.8242 4.8477
H38 -2.3445 -5.0976 2.5548
H39 -1.6296 -2.6837 1.9618
F4 4.2551 4.2361 -2.1237
C40 2.9351 4.2599 -1.8914
C41 2.3071 3.2483 -1.1784
C42 0.9292 3.3407 -0.9260
C43 0.1524 4.2447 -1.6609
C44 0.8152 5.2238 -2.4009
C45 2.1791 5.2631 -2.4764
H40 2.8279 2.4806 -0.6230
H41 0.4325 2.5506 -0.3825
H42 -0.9196 4.3083 -1.5379
H43 0.2217 5.9107 -2.9937
H44 2.7098 6.0118 -3.0531
F5 -1.8909 -4.4688 -3.2179
C46 -2.8412 -3.5291 -3.3729
C47 -3.9971 -3.8387 -4.0693
C48 -4.9332 -2.8492 -4.3834
C49 -4.7800 -1.6218 -3.7840
C50 -3.7124 -1.3456 -2.9396
C51 -2.6905 -2.2707 -2.7758
H45 -4.1463 -4.8658 -4.3808
H46 -5.8346 -3.0777 -4.9330
H47 -5.5216 -0.8311 -3.8448
H48 -3.5533 -0.3717 -2.4967
H49 -1.8320 -1.9893 -2.1810

=====

No. 4
A cluster of 11 separate species, C51H49F8N3O6 in total. Source: the OMol25 dataset; level of theory: ωB97M-V/def2-TZVPD.

Properties
Gap between HOMO and LUMO = 8.93 eV
Multiplicity = 1
Energy = -92167.8176 eV
LUMO level = -0.1 eV
SMILES string = C[N+](=O)[O-].C[N+](=O)[O-].C[N+](=O)[O-].Fc1ccccc1.Fc1ccccc1.Fc1ccccc1.Fc1ccccc1.Fc1ccccc1.Fc1ccccc1.Fc1ccccc1.Fc1ccccc1
Total charge = 0

Geometry (Å):
C1 0.9968 5.3276 1.9814
N1 0.4221 4.0466 2.4778
O1 0.6374 3.7113 3.6174
O2 -0.2910 3.4446 1.7100
H1 0.8571 5.3600 0.9074
H2 2.0277 5.4649 2.2853
H3 0.3577 6.0858 2.4352
C2 -0.4666 0.7919 0.0825
N2 -0.6577 -0.2571 -0.9261
O3 -0.4006 -0.0083 -2.0887
O4 -0.9377 -1.3738 -0.5031
H4 0.5055 1.2559 -0.0855
H5 -0.5896 0.4261 1.0901
H6 -1.1413 1.6152 -0.1628
C3 -2.0699 1.7230 4.0108
N3 -2.8262 2.8761 3.4719
O5 -3.0943 3.8154 4.1751
O6 -3.1312 2.8072 2.2909
H7 -2.7120 1.2927 4.7771
H8 -1.1515 2.1128 4.4421
H9 -1.8621 1.0499 3.1931
F1 -0.5936 0.4389 4.8607
C4 -0.1451 -0.8175 4.6588
C5 -0.4898 -1.4754 3.4960
C6 -0.1376 -2.8046 3.3064
C7 0.5111 -3.4973 4.3391
C8 0.8560 -2.8148 5.4921
C9 0.5471 -1.4690 5.6565
H10 -1.1187 -0.9696 2.7716
H11 -0.4071 -3.3339 2.4048
H12 0.7392 -4.5475 4.2284
H13 1.3997 -3.2843 6.3021
H14 0.7385 -0.9783 6.6021
F2 5.8208 5.3708 2.7578
C10 5.0819 4.5868 1.9624
C11 4.2538 3.6449 2.5375
C12 3.3965 2.9050 1.7310
C13 3.3393 3.1545 0.3781
C14 4.2330 4.0559 -0.2146
C15 5.0852 4.7870 0.5786
H15 4.4085 3.4521 3.5936
H16 2.8107 2.1292 2.2073
H17 2.7325 2.5208 -0.2584
H18 4.1474 4.1448 -1.2875
H19 5.8137 5.5172 0.2413
F3 4.5182 -0.3457 -1.5227
C16 4.0166 -0.5128 -0.2806
C17 2.6824 -0.7867 -0.1282
C18 2.2115 -0.9660 1.1822
C19 3.0479 -0.7512 2.2556
C20 4.3662 -0.3707 2.0705
C21 4.8935 -0.3579 0.7945
H20 2.0643 -0.9732 -0.9969
H21 1.1886 -1.2355 1.4124
H22 2.6674 -0.9860 3.2441
H23 5.0196 -0.2490 2.9259
H24 5.9318 -0.1487 0.5753
F4 -5.5723 0.2290 -0.0675
C22 -4.7680 0.8044 -0.9837
C23 -4.5792 0.1857 -2.2075
C24 -3.5964 0.6994 -3.0404
C25 -2.9352 1.8772 -2.7325
C26 -3.2082 2.5317 -1.5296
C27 -4.0976 1.9646 -0.6300
H25 -5.1445 -0.7187 -2.3928
H26 -3.3601 0.1074 -3.9172
H27 -2.2422 2.3241 -3.4318
H28 -2.6366 3.3904 -1.2043
H29 -4.2579 2.3601 0.3624
F5 -1.3730 -1.2492 -6.5522
C28 -2.0409 -1.9496 -5.6425
C29 -1.5409 -2.0521 -4.3579
C30 -2.1768 -2.7599 -3.3575
C31 -3.4261 -3.3153 -3.6615
C32 -3.9477 -3.2093 -4.9446
C33 -3.2951 -2.4581 -5.9154
H30 -0.6292 -1.4923 -4.1705
H31 -1.8277 -2.8079 -2.3384
H32 -3.9332 -3.9036 -2.9065
H33 -4.8870 -3.6850 -5.1915
H34 -3.7851 -2.2975 -6.8682
F6 -0.6532 3.9254 -2.1344
C34 0.5601 3.9060 -2.7251
C35 1.3444 5.0442 -2.5928
C36 2.5956 5.0716 -3.2050
C37 3.0609 3.9652 -3.8962
C38 2.2353 2.8537 -4.0391
C39 1.0142 2.7865 -3.3893
H35 0.8959 5.8574 -2.0376
H36 3.1900 5.9743 -3.1436
H37 4.0301 3.9587 -4.3764
H38 2.5343 1.9865 -4.6132
H39 0.4198 1.8906 -3.5203
F7 1.4528 -4.6003 1.2717
C40 2.0834 -4.1483 0.1753
C41 1.3260 -3.5786 -0.8383
C42 1.9471 -3.0920 -1.9775
C43 3.3542 -3.1313 -2.0523
C44 4.0991 -3.6845 -1.0418
C45 3.4555 -4.2447 0.0684
H40 0.2466 -3.5180 -0.7902
H41 1.3787 -2.7077 -2.8115
H42 3.7728 -2.6764 -2.9418
H43 5.1793 -3.7237 -1.0583
H44 4.0292 -4.7876 0.8077
F8 -4.4898 -7.0379 1.2546
C46 -4.5096 -5.7107 1.0665
C47 -5.6367 -4.9570 1.3381
C48 -5.6303 -3.5836 1.1694
C49 -4.5226 -2.9788 0.5691
C50 -3.4153 -3.7419 0.2311
C51 -3.3929 -5.0967 0.5187
H45 -6.5136 -5.4775 1.7096
H46 -6.5401 -3.0277 1.3446
H47 -4.6371 -1.9234 0.3518
H48 -2.5591 -3.2843 -0.2471
H49 -2.5480 -5.6833 0.1770

=====

Question: Which of these has the highest gap between HOMO and LUMO?
Answer: C51H49F5N4O